Molecular formula: C36H33BCrN8PS
Method: DFT, ωB97M-V with the def2-TZVPD basis set

Results
* E_tot: -99012.3200 eV
* E_LUMO (alpha / beta): -0.139 / -0.262 eV
* 2S+1: 2
* energy relative to the best compared isomer or geometry (same formula, charge and spin): 33.7 kJ/mol
* charge: 0
* HOMO (alpha / beta): -7.4717 / -7.2040 eV
* ⟨S²⟩: 0.79
* frontier orbital gap (alpha / beta): 7.3 / 6.9 eV

Each line ends with the Löwdin spin population.
Element x y z (Å)
Cr -0.237 0.038 -1.016  1.0856
C 3.537 -0.641 -3.092  -0.0008
C 2.343 -0.669 -2.192  -0.0037
N 1.681 0.377 -1.871  -0.0037
N 2.227 1.545 -2.324  0.0032
C 1.400 2.550 -2.219  -0.0027
N 1.843 3.759 -2.650  -0.0015
S -0.227 2.408 -1.662  -0.0211
C 1.902 -1.905 -1.534  0.0048
C 2.566 -3.107 -1.690  -0.0023
C 2.226 -4.184 -0.887  0.0065
C 1.247 -4.015 0.064  -0.0024
C 0.587 -2.802 0.113  0.0066
N 0.877 -1.774 -0.688  -0.0046
H 3.430 0.166 -3.808  -0.0001
H 3.647 -1.584 -3.626  -0.0001
H 4.453 -0.460 -2.524  -0.0002
H 2.841 3.863 -2.752  -0.0004
H 1.334 4.564 -2.327  -0.0004
H 3.353 -3.191 -2.425  -0.0003
H 2.732 -5.135 -0.997  0.0004
H 0.973 -4.807 0.747  -0.0003
H -0.211 -2.649 0.820  0.0001
C 2.991 4.319 2.823  -0.0004
C 3.061 3.078 3.430  -0.0001
C 2.343 2.002 2.918  -0.0008
C 1.541 2.149 1.785  -0.0028
C 1.484 3.408 1.180  -0.0004
C 2.202 4.478 1.691  0.0000
P 0.382 0.811 1.202  -0.0036
C 0.846 -0.546 2.333  -0.0007
C 2.049 -1.199 2.052  -0.0008
C 2.464 -2.278 2.814  0.0002
C 1.667 -2.733 3.861  -0.0005
C 0.468 -2.097 4.142  0.0001
C 0.059 -1.005 3.381  -0.0007
C -1.191 1.517 1.798  0.0007
C -1.376 2.015 3.062  0.0011
C -2.601 2.619 3.414  -0.0006
C -3.600 2.725 2.486  0.0002
C -3.439 2.226 1.170  -0.0020
C -4.477 2.310 0.207  0.0035
C -4.286 1.790 -1.039  -0.0019
C -3.061 1.174 -1.392  0.0000
C -2.026 1.067 -0.500  -0.0516
C -2.212 1.609 0.812  -0.0050
H 3.536 5.160 3.233  0.0000
H 3.671 2.940 4.315  0.0000
H 2.415 1.047 3.416  0.0000
H 0.850 3.550 0.317  -0.0001
H 2.135 5.446 1.210  0.0000
H 2.663 -0.851 1.226  -0.0001
H 3.402 -2.772 2.590  0.0000
H 1.982 -3.584 4.454  0.0000
H -0.153 -2.447 4.958  0.0000
H -0.874 -0.507 3.615  -0.0001
H -0.575 1.962 3.792  0.0001
H -2.740 3.006 4.417  -0.0001
H -4.540 3.202 2.748  -0.0001
H -5.413 2.786 0.479  0.0002
H -5.077 1.851 -1.778  -0.0003
H -2.947 0.784 -2.397  -0.0005
B -1.693 -2.862 -2.459  0.0002
N -1.333 -1.671 -3.383  0.0011
C -1.437 -1.675 -4.715  0.0091
C -0.901 -0.496 -5.204  0.0033
C -0.487 0.186 -4.065  0.0082
N -0.753 -0.526 -2.960  -0.0030
N -2.316 -2.328 -1.136  -0.0006
C -3.330 -2.943 -0.510  -0.0008
C -3.448 -2.422 0.763  -0.0002
C -2.444 -1.459 0.826  -0.0018
N -1.753 -1.409 -0.316  -0.0126
H -2.538 -3.526 -3.015  0.0000
H -0.691 -3.509 -2.216  0.0001
H -1.877 -2.517 -5.225  0.0005
H -0.833 -0.174 -6.229  0.0000
H -0.040 1.161 -3.992  0.0007
H -3.893 -3.713 -1.013  -0.0001
H -4.169 -2.676 1.522  0.0000
H -2.210 -0.794 1.640  -0.0001

=====

Molecular formula: C19H76N38O19
Method: DFT, ωB97M-V with the def2-TZVPD basis set

Results
* E_tot: -116484.5751 eV
* E_LUMO: 0.211 eV
* 2S+1: 1
* energy relative to the best compared isomer or geometry (same formula, charge and spin): 251.1 kJ/mol
* charge: 0
* HOMO: -9.6184 eV
* frontier orbital gap: 9.8 eV

Each line ends with the Mulliken charge.
Element x y z (Å)
C -4.149 -3.327 -5.963  0.5299
O -5.225 -3.954 -6.090  -0.7863
N -3.036 -3.744 -6.787  -0.5991
N -4.023 -2.238 -5.184  -0.0293
H -3.095 -4.707 -6.933  0.2800
H -2.099 -3.487 -6.393  0.3218
H -4.854 -1.704 -4.920  0.1726
H -3.059 -1.894 -5.086  0.1325
C -1.192 -2.326 -3.478  0.0172
O -1.296 -2.251 -4.709  -0.8865
N -1.748 -1.487 -2.639  1.1055
N -0.140 -3.127 -2.949  -0.1811
H -2.402 -0.720 -2.859  -0.1776
H -1.554 -1.596 -1.661  0.0042
H -0.025 -3.373 -1.920  0.1968
H 0.090 -3.811 -3.652  0.2321
C -4.309 0.314 1.711  0.4195
O -4.832 -0.762 1.988  -0.8274
N -4.682 1.595 1.947  -0.3640
N -2.997 0.287 1.323  0.8381
H -4.003 2.225 1.638  0.0432
H -5.631 1.955 1.898  0.2881
H -2.227 0.918 1.047  -0.1737
H -2.613 -0.671 1.201  -0.4800
C 1.114 0.819 0.625  0.4104
O -0.004 1.073 1.190  0.2493
N 2.151 0.520 1.496  0.0062
N 1.289 0.712 -0.647  2.2514
H 3.065 0.705 1.069  0.0390
H 1.983 1.055 2.367  -0.5744
H 0.462 0.850 -1.217  -0.8609
H 2.237 0.614 -1.130  -0.6630
C 3.645 -1.003 -2.035  -0.0606
O 3.773 0.043 -1.372  -0.5419
N 4.535 -1.388 -2.987  -0.3243
N 2.658 -1.884 -1.715  -0.2196
H 4.345 -2.289 -3.466  0.2155
H 4.938 -0.678 -3.603  0.3629
H 2.015 -1.604 -1.007  0.0318
H 2.204 -2.275 -2.533  0.2311
C 3.564 1.190 -4.603  0.4952
O 4.752 0.772 -4.762  -0.8842
N 2.611 0.940 -5.487  -0.2306
N 3.308 2.033 -3.596  -0.1207
H 1.602 1.050 -5.414  0.2074
H 2.989 0.602 -6.361  0.2332
H 2.331 2.307 -3.445  0.2601
H 3.826 1.728 -2.807  0.0267
C -5.053 -4.479 0.858  0.6531
O -3.874 -4.789 1.006  -0.7423
N -5.642 -3.285 1.338  -0.2636
N -5.962 -5.335 0.189  -0.4979
H -6.577 -3.110 0.992  0.3366
H -5.143 -2.426 1.333  0.0876
H -5.491 -6.243 0.040  0.2571
H -6.728 -4.979 -0.333  0.2189
C -4.803 -0.087 -1.993  0.0210
O -3.789 0.357 -2.636  -0.6318
N -4.762 -1.189 -1.203  0.4518
N -5.964 0.608 -1.909  -0.4603
H -5.469 -1.514 -0.601  0.1117
H -3.872 -1.610 -0.944  -0.3004
H -6.708 0.064 -1.458  0.2064
H -6.230 1.176 -2.807  0.3049
C 5.196 -2.091 2.126  0.5714
O 5.751 -1.078 2.557  -0.6793
N 5.253 -2.499 0.803  -0.4409
N 4.345 -2.856 2.963  -0.4186
H 5.552 -1.748 0.254  0.2457
H 4.474 -3.042 0.442  0.2624
H 3.453 -3.313 2.602  0.2152
H 4.314 -2.562 3.913  0.2075
C -6.704 -3.199 -2.955  0.4667
O -7.006 -2.954 -1.722  -0.7032
N -5.766 -4.120 -3.369  -0.2131
N -7.298 -2.497 -3.986  -0.3845
H -5.367 -4.845 -2.781  0.1660
H -5.542 -4.288 -4.331  0.2372
H -7.867 -1.677 -3.824  0.2236
H -6.888 -2.737 -4.926  0.2444
C 6.599 2.604 2.928  0.5020
O 6.502 3.845 3.072  -0.7315
N 7.777 1.927 3.210  -0.3256
N 5.684 1.966 2.212  0.3702
H 8.408 2.395 3.782  0.2390
H 8.067 0.989 3.030  0.1670
H 5.272 2.730 1.741  -0.4984
H 5.714 0.991 1.936  0.2272
C 3.151 3.088 3.645  0.4445
O 2.220 2.290 3.805  -0.5142
N 3.423 3.796 2.500  -0.1899
N 4.083 3.285 4.582  -0.3748
H 2.847 3.584 1.706  -0.0749
H 4.349 4.121 2.360  0.3133
H 4.198 2.712 5.395  0.1998
H 4.724 4.015 4.338  0.2063
C 0.870 5.310 -0.364  0.4988
O 1.910 5.863 -0.686  -0.7453
N -0.180 5.997 0.162  -0.4139
N 0.686 3.989 -0.459  0.2703
H 0.020 6.933 0.373  0.2647
H -0.806 5.586 0.830  0.1110
H 1.524 3.370 -0.415  -0.1737
H -0.234 3.720 -0.099  -0.0191
C -0.727 1.256 -3.803  0.4681
O 0.443 0.873 -3.766  -0.5503
N -1.304 2.163 -2.986  -0.1960
N -1.528 0.923 -4.913  -0.5044
H -0.979 2.306 -2.020  -0.0657
H -2.298 2.466 -3.083  0.2861
H -2.505 1.057 -4.800  0.3152
H -1.302 0.003 -5.238  0.1863
C -0.528 -2.881 1.175  0.4869
O -0.696 -2.685 -0.026  -0.6155
N -1.470 -3.479 1.891  -0.0381
N 0.768 -2.690 1.726  -0.1575
H -2.312 -3.724 1.470  0.0499
H -1.334 -3.689 2.849  0.1227
H 0.751 -2.830 2.781  0.1987
H 1.248 -1.869 1.399  0.0328
C -1.635 4.286 2.436  0.4920
O -2.179 4.084 1.331  -0.7100
N -0.712 3.408 2.820  0.2065
N -1.844 5.397 3.200  -0.5946
H -0.400 2.633 2.154  -0.2587
H -0.198 3.471 3.674  0.1606
H -0.983 5.845 3.450  0.2583
H -2.433 6.139 2.770  0.3156
C 0.878 -3.159 5.626  0.5563
O 0.631 -3.526 4.496  -0.7344
N 2.190 -3.334 6.195  -0.5274
N 0.032 -2.446 6.395  -0.3046
H 2.261 -3.553 7.155  0.1913
H 2.827 -3.973 5.730  0.2650
H 0.418 -2.024 7.206  0.2222
H -0.771 -2.014 5.985  0.2143
C -0.925 0.158 5.113  0.2298
O -1.126 -0.178 6.275  -0.8258
N -1.852 0.110 4.133  -0.0227
N 0.368 0.429 4.726  -0.0104
H -2.770 0.260 4.462  0.1779
H -1.595 0.234 3.178  -0.0295
H 1.030 0.403 5.483  0.1816
H 0.634 0.680 3.770  0.1215
C 4.504 3.403 -0.902  0.1050
O 3.586 2.928 -0.202  0.0271
N 5.622 2.640 -1.177  -0.2684
N 4.573 4.737 -1.335  -0.5117
H 6.379 3.099 -1.685  0.1923
H 5.555 1.662 -1.033  0.1787
H 3.707 5.266 -1.213  0.3256
H 5.067 4.968 -2.181  0.2348

=====

Molecular formula: C4H5ClS
Method: DFT, ωB97M-V with the def2-TZVPD basis set

Results
* E_tot: -27584.7075 eV
* E_LUMO: 0.779 eV
* 2S+1: 1
* energy relative to the best compared isomer or geometry (same formula, charge and spin): 158.7 kJ/mol
* charge: 0
* HOMO: -8.3939 eV
* frontier orbital gap: 9.2 eV

Each line ends with the Mulliken charge.
Element x y z (Å)
C 0.319 1.416 1.033  -0.8142
C -0.403 2.563 0.793  0.2375
C 0.309 0.818 -0.260  0.1434
C -0.416 -0.473 -0.479  -1.1193
S -0.700 2.322 -0.908  -0.2268
Cl -0.717 3.951 1.742  -0.1798
H 0.739 0.921 1.847  0.4240
H 1.192 0.914 -0.821  0.4968
H 0.280 -0.884 -1.163  0.3324
H -1.344 -0.457 -0.877  0.3904
H -0.483 -1.138 0.370  0.3157

=====

Molecular formula: C7H18AlB2BeCl4F5IO11S
Method: DFT, ωB97M-V with the def2-TZVPD basis set

Results
* E_tot: -120999.4372 eV
* E_LUMO: -9.031 eV
* 2S+1: 1
* charge: +1
* HOMO: -10.5366 eV
* frontier orbital gap: 1.5 eV

Each line ends with the Mulliken charge.
Element x y z (Å)
O -5.292 0.967 -0.089  -0.3181
S -5.355 -0.537 0.207  0.9706
O -6.391 -1.172 -0.686  -0.5458
Cl -5.983 -0.680 2.180  -0.1375
C -3.726 -1.471 0.002  -0.6627
C -2.526 -0.494 -0.208  -0.3686
C -1.128 -1.175 0.126  0.4863
C -0.110 0.050 0.320  -0.7730
B 0.181 0.321 1.879  0.0001
C -0.911 0.783 2.970  -0.5535
C -1.169 -0.455 3.928  -0.5804
C -2.531 -1.179 3.527  -0.1050
I -2.261 -3.332 3.621  0.0070
H -3.820 -2.208 -0.844  0.4758
H -3.615 -2.080 0.938  0.1798
H -2.478 -0.067 -1.236  0.2646
H -2.605 0.355 0.511  0.3703
H -0.780 -1.833 -0.706  -0.1352
H -1.207 -1.733 1.097  0.0185
H 0.859 -0.121 -0.211  0.2165
H -0.589 0.961 -0.143  0.4031
H 1.294 0.153 2.277  -0.1105
H -1.869 1.169 2.534  0.3188
H -0.430 1.605 3.570  0.3208
H -0.364 -1.217 3.729  0.2988
H -1.103 -0.225 5.014  0.2747
H -3.340 -0.864 4.235  0.5595
H -2.822 -0.812 2.517  -0.4090
O 4.455 1.491 -1.179  -0.5130
Cl 3.075 1.867 -0.981  1.7570
O 2.225 0.739 -1.296  -0.6166
O 2.752 2.972 -1.845  -0.5446
O 2.865 2.251 0.395  -0.5958
Be -5.277 -0.563 -2.600  0.5391
O 9.146 3.296 -2.283  -0.5476
Cl 7.944 2.520 -2.117  1.6788
O 7.939 1.425 -3.055  -0.5656
O 6.794 3.362 -2.355  -0.4899
O 7.881 2.000 -0.768  -0.7160
O 7.592 0.017 1.755  -0.3696
H 8.061 -0.743 1.356  0.4526
H 6.715 -0.243 2.099  0.4632
H 7.518 0.770 1.113  0.5043
F -3.881 2.078 -0.672  -0.3490
B -1.834 -1.023 -4.229  0.2926
F -0.782 -1.178 -5.122  -0.2991
F -1.992 0.326 -3.886  -0.3550
F -3.031 -1.503 -4.798  -0.3711
F -1.547 -1.780 -3.010  0.2204
Al -5.451 0.891 -5.082  0.7520
Cl -1.095 -3.680 -2.496  0.2070

=====

> The highest 2S+1 belongs to which entry?

C36H33BCrN8PS